Record 1
22
Properties=species:S:1:pos:R:3:forces:R:3:lowdin_charge:R:1 method="wB97M-V/def2-TZVPD" charge=+1 lumo_ha=-0.129 e_homo_ev=-13.3 smiles="C=N[C@@H]1CCC=C1[NH2+]C"
C -1.5277 -0.2570 1.8995 -0.01 3.10 -0.79 -0.10
C -1.9541 0.4989 0.5340 -1.04 -4.52 0.41 -0.11
C -0.0873 2.0924 -1.5097 -0.41 -1.38 -0.84 -0.03
C -0.0321 -0.3828 1.6736 -0.51 -0.29 -0.12 -0.01
C -0.9585 0.0375 -0.5113 2.96 2.46 -0.27 -0.28
C 0.3308 -0.1874 0.4022 -0.54 -0.07 0.94 -0.15
C 1.8565 -1.4549 -1.0678 -0.47 -1.29 -2.15 -0.01
N -0.9009 1.0982 -1.5459 0.68 0.80 0.83 0.01
N 1.7649 -0.4449 -0.0023 -0.01 2.08 -1.66 0.05
H -1.7426 0.5861 2.6308 0.31 -1.66 -0.06 0.14
H -2.0535 -1.2073 2.1507 0.42 0.84 -0.31 0.13
H -2.9545 0.1060 0.2651 0.38 0.80 -0.01 0.13
H -1.8996 1.5401 0.5345 -0.16 1.60 0.67 0.10
H -0.2910 2.8672 -2.2834 0.54 -0.40 0.77 0.09
H 0.8583 2.1610 -0.8886 -1.12 0.12 -0.23 0.08
H 0.5840 -0.6700 2.5111 0.48 -0.02 -0.04 0.12
H -1.1642 -0.8562 -1.0184 -0.61 -1.35 -0.58 0.12
H 2.1652 -0.9246 -1.9896 -0.33 -0.62 0.38 0.12
H 2.5515 -2.2892 -0.8907 0.01 0.68 0.40 0.12
H 0.8701 -1.9352 -1.2189 0.56 0.47 0.02 0.11
H 2.2894 0.4126 -0.4485 -1.42 -1.58 1.71 0.22
H 2.2953 -0.7907 0.7736 0.27 0.23 0.94 0.16


Record 2
42
Properties=species:S:1:pos:R:3:forces:R:3:lowdin_charge:R:1 method="wB97M-V/def2-TZVPD" charge=+1 lumo_ha=-0.086 e_homo_ev=-12.0 smiles="C[C@@H]1C[C@@]2(C)C3=C(CCCC3)CC[N@@+]2(C)C1"
C -0.5721 -2.5549 -0.2125 1.61 2.64 1.96 -0.13
C 0.0104 -1.4578 0.4498 -1.84 -2.98 -1.95 -0.09
C 0.7507 3.0248 -1.1355 -0.75 -0.41 -0.99 -0.03
C 2.0022 0.0866 0.3162 0.41 -0.98 -0.05 0.01
C -1.1403 -3.7101 0.6054 0.19 0.71 0.30 -0.13
C -0.2036 -1.3603 1.9604 0.60 1.34 0.20 -0.16
C -0.5291 -2.6566 -1.7283 0.01 1.12 0.95 -0.08
C -1.3570 -3.4411 2.1129 0.29 0.20 -0.24 -0.18
C -0.1518 -2.6991 2.6780 0.24 0.26 -1.35 -0.18
C -0.3273 0.8872 -0.2630 -1.19 -0.29 -0.78 -0.08
C -0.0531 1.7273 -1.5064 1.06 0.58 0.37 -0.29
C 2.0550 -1.1991 -2.1449 0.53 -1.58 -1.20 0.01
C -0.3488 -1.2440 -2.3637 -0.97 -2.50 0.07 -0.08
C 0.8125 0.8061 -2.3761 -0.22 1.60 -1.42 -0.09
C 0.6483 -0.2999 -0.3295 -0.62 0.20 2.88 -0.37
N 0.8150 -0.5486 -1.8009 -0.26 0.81 0.33 -0.23
H 0.1698 3.6400 -0.4502 -0.04 0.10 -0.15 0.09
H 1.6967 2.7964 -0.6465 -0.02 -0.21 0.01 0.07
H 0.9755 3.5889 -2.0557 -0.10 -0.01 0.43 0.09
H 1.8313 0.6170 1.2837 0.22 -0.43 -0.96 0.11
H 2.5905 0.7024 -0.3833 -0.14 0.01 0.65 0.08
H 2.5754 -0.8693 0.5054 -0.41 1.15 -0.02 0.12
H -2.0895 -4.0001 0.2102 -0.62 -0.38 -0.60 0.11
H -0.4437 -4.5227 0.4577 0.13 -0.59 0.02 0.12
H 0.5546 -0.7038 2.4026 -0.14 0.09 -0.11 0.11
H -1.1961 -0.9039 2.1854 0.66 -0.02 -0.29 0.14
H -1.4660 -3.0830 -2.0675 -0.13 -0.06 -0.28 0.13
H 0.2713 -3.3301 -1.9983 0.20 -0.28 -0.43 0.12
H -1.5329 -4.3373 2.6798 -0.10 -0.73 -0.13 0.11
H -2.2808 -2.8385 2.2324 0.56 -0.11 0.03 0.13
H 0.8302 -3.1582 2.4002 -0.84 -0.11 0.35 0.14
H -0.1774 -2.5468 3.7463 -0.13 -0.06 0.30 0.11
H -0.2731 1.4797 0.6531 0.07 -0.36 -0.05 0.14
H -1.3538 0.4793 -0.3750 0.49 0.27 0.53 0.14
H -0.9756 1.9305 -2.0498 0.05 0.42 0.23 0.14
H 2.0016 -1.4279 -3.2085 0.11 -0.02 -0.06 0.13
H 2.9153 -0.5897 -1.9885 0.34 0.49 0.28 0.10
H 2.1695 -2.1323 -1.6196 -0.05 -0.26 0.32 0.12
H -0.2718 -1.3619 -3.4525 0.39 0.34 0.30 0.15
H -1.2249 -0.6501 -2.1584 -0.22 0.22 0.09 0.14
H 0.4339 0.7443 -3.4218 0.53 0.02 0.68 0.16
H 1.8272 1.1973 -2.3750 0.07 -0.20 -0.20 0.13


Record 3
6
Properties=species:S:1:pos:R:3:forces:R:3:lowdin_charge:R:1 method="wB97M-V/def2-TZVPD" charge=0 lumo_ha=-0.034 e_homo_ev=-10.9 smiles="O=PCl.O"
O -0.1122 0.3388 0.5755 -0.59 0.10 0.28 -0.11
O -2.6225 -1.2534 -1.1505 0.42 -0.92 -0.65 -0.56
P -2.9560 -1.0023 0.2401 -0.14 0.53 0.18 0.48
Cl -3.4121 0.9992 0.1706 -0.22 0.40 0.56 0.15
H -0.5902 0.4467 -0.2603 0.67 -0.09 0.05 -0.01
H 0.7553 -0.0465 0.4277 -0.14 -0.02 -0.42 0.04


Record 4
20
Properties=species:S:1:pos:R:3:forces:R:3:lowdin_charge:R:1 method="wB97M-V/def2-TZVPD" charge=0 lumo_ha=0.016 e_homo_ev=-8.9 smiles="[H]/N=C(/C)O[C@@H](N=C)NC"
C -2.0859 -0.9428 0.6735 0.11 0.11 0.14 -0.11
N -0.8239 -1.5923 0.9947 0.12 -0.18 -0.07 -0.04
C 0.3526 -1.0715 0.3837 0.41 0.91 1.13 -0.46
O 0.2120 -0.9263 -0.9715 1.15 1.86 -0.36 -0.05
H -0.6950 -1.7348 1.9885 0.04 -0.03 -0.12 0.11
H 1.2168 -1.6927 0.6969 -0.24 0.06 -0.12 0.15
H -2.2021 -0.9385 -0.4062 -0.08 0.04 -0.02 0.08
H -2.1532 0.0866 1.0485 -0.05 -0.02 -0.07 0.07
H -2.8936 -1.5281 1.1103 -0.02 0.02 -0.04 0.08
C -0.2932 1.3353 -1.8970 -0.03 0.05 0.35 -0.03
C 0.8049 0.5350 -1.2715 -0.51 -2.06 -2.54 -0.43
C 1.4178 0.7758 1.6428 -0.13 -0.59 0.45 0.00
N 0.6417 0.3731 0.7463 -0.50 -0.18 0.55 0.02
N 2.0127 0.7104 -1.5752 -0.28 0.42 1.04 0.14
H 2.6741 0.1183 -1.0795 -0.14 -0.41 -0.41 0.06
H 0.1037 2.2802 -2.2650 -0.01 -0.03 0.12 0.08
H -0.7024 0.7795 -2.7385 0.02 -0.13 0.00 0.09
H -1.0963 1.5005 -1.1831 -0.04 0.07 0.01 0.07
H 1.5828 1.8399 1.7719 0.08 0.10 -0.05 0.08
H 1.9264 0.0923 2.3303 0.08 -0.01 0.02 0.08


Record 5
11
Properties=species:S:1:pos:R:3:forces:R:3:lowdin_charge:R:1 method="wB97M-V/def2-TZVPD" charge=0 lumo_ha="-0.064 / -0.065" e_homo_ev="-8.5 / -8.6"
C 4.0732 0.3728 -0.2778 -0.63 -1.40 -0.30 -0.12
C 5.2640 -0.1151 -0.2231 -1.24 0.28 -0.46 -0.57
C 1.5796 0.9847 -0.3455 0.10 -1.30 0.66 -0.50
C 2.8085 0.1775 -0.5395 -0.07 1.66 -0.01 0.17
C -0.4185 0.8654 0.8480 -0.87 0.12 -2.28 -0.07
O 1.2397 1.9547 -0.9788 0.35 -0.74 0.44 0.11
O 0.8201 0.3103 0.6000 2.83 -0.15 -1.49 -0.07
Cl 6.7444 0.1257 0.3210 1.17 0.34 0.57 0.78
H -0.6428 1.4442 -0.1014 -0.66 -0.25 1.72 0.12
H -0.3164 1.3647 1.7483 -0.27 1.94 1.52 0.07
H -1.0756 0.0493 1.0615 -0.71 -0.49 -0.36 0.09


Ordered calculated total energy results: -383.6949, -641.6679, -953.2582, -436.5273, -802.7950; unit Ha.
Ordered energy above the lowest of the compared OMol25 structures with the same formula, charge and spin results: 321.01, 30.87, 114.78, 314.44, 476.17; unit kJ/mol.